1.
The following is a quantum chemistry calculation of C27H23AsFeN4O9S3 as an isolated structure at a distorted geometry, from OMol25.

Each line ends with the Mulliken spin population.
Positions of all 68 atoms, in Å:
O: 3.64115 -3.09452 -0.85633  0.0015
C: 2.73498 1.94326 -1.34208  0.0306
C: 0.50661 -4.48554 -0.22276  0.0005
H: 4.52873 2.93339 -0.71596  0.0002
H: -3.44530 -1.49051 3.50716  0.0000
C: -3.14221 -2.42043 1.58992  -0.0009
O: 2.14333 -1.19627 -0.91315  -0.0087
C: 2.01553 3.80597 0.24860  -0.0022
C: -0.26965 -5.00149 0.80481  -0.0003
H: -0.59195 -1.01894 2.59289  -0.0010
C: 4.87545 1.47732 -2.26142  -0.0033
C: -1.64247 -0.74197 2.57695  -0.0008
C: 4.28037 0.54296 -3.09554  -0.0011
C: 1.23009 -3.32936 0.00460  0.0014
S: -1.97180 -0.17903 0.88900  -0.0001
O: 2.31017 6.22369 1.61265  0.0004
C: 4.09541 2.19600 -1.37575  0.0017
C: -1.82836 2.48055 -0.80557  0.0000
H: 2.23556 -0.22514 3.54792  0.0001
O: 1.03867 0.33004 0.70134  0.0093
H: -0.84829 -5.90187 0.64197  -0.0001
H: 2.41864 -0.43945 -3.55200  -0.0001
O: 1.86040 -3.03271 -2.54074  0.0004
H: 0.43061 -2.73277 3.22790  0.0000
H: -2.76487 -0.01706 -2.66619  -0.0004
S: 2.31735 -2.69218 -1.22472  0.0029
N: 2.16975 1.01135 -2.11669  -0.0197
H: -3.99921 -3.08404 1.70651  0.0000
H: -1.74879 0.13437 3.21639  0.0004
H: -1.16271 4.60982 0.95840  -0.0002
C: -0.34070 4.04769 0.53694  0.0010
C: 1.16543 5.74427 1.68330  0.0002
C: -0.51694 2.94110 -0.27010  0.0045
O: 0.16321 6.10187 2.33065  0.0004
C: -4.10338 1.52634 -1.95837  0.0028
C: 1.18682 -2.64954 1.22836  -0.0016
As: 2.02704 -0.88979 1.45711  0.0013
H: -3.66703 -1.33899 -0.27168  -0.0003
O: 3.63470 -0.62805 1.53076  0.0001
C: 1.75722 2.70002 -0.53664  -0.0333
H: 5.94303 1.64950 -2.30431  -0.0003
C: -2.61306 -1.88259 2.91852  0.0000
C: 0.43356 -3.20364 2.25544  0.0008
H: -4.27789 -0.58175 1.22849  -0.0002
C: -2.87702 0.89813 -2.09558  0.0068
C: 2.92442 0.32345 -2.97557  -0.0030
H: -3.03138 4.08139 -0.02108  -0.0002
O: 1.49692 -0.70128 3.14539  -0.0010
C: -0.57422 -1.71482 -3.17388  0.0172
C: 0.94782 4.48193 0.82399  0.0008
N: -0.16266 -0.83365 -2.52209  -0.0181
H: -0.87864 -4.79003 2.84693  0.0000
H: 0.54783 -4.95656 -1.19633  0.0009
C: -3.47052 -1.17039 0.78438  0.0003
Fe: 0.54114 0.08595 -1.05847  0.9720
N: -1.76827 1.36730 -1.52933  0.0246
N: 0.52177 2.25849 -0.75537  0.0004
C: -4.16927 2.68387 -1.19334  -0.0001
H: -2.35310 -2.96350 1.06445  0.0006
C: -0.28666 -4.37354 2.04015  0.0001
S: -1.21021 -2.88075 -4.09891  0.0405
H: -2.12111 -2.65561 3.50948  0.0000
H: 4.85848 -0.04214 -3.79606  -0.0003
C: -3.01728 3.17413 -0.60866  -0.0013
H: -5.11015 3.20324 -1.06054  0.0001
O: -1.04533 -0.92813 -0.07170  -0.0258
H: -4.98207 1.11359 -2.43573  -0.0005
H: 3.01032 4.19712 0.41131  0.0000

Computed properties:
Multiplicity = 2
Molar mass = 774.468 g mol⁻¹
DFT total energy = -180494.260 eV
Relative energy (zero: lowest compared OMol25 entry of this formula, charge and spin) = 252.2 kJ/mol
Charge = -1

2.
The following is a quantum chemistry calculation of one molecule with the formula C23H24N2OS, from OMol25.

Each line ends with the Mulliken charge.
Positions of all 51 atoms, in Å:
H: -0.36447 1.41728 -3.16829  0.5428
C: -0.84480 -3.75799 1.53023  -0.6801
C: -2.42602 0.89786 0.30589  0.4485
H: 2.46618 4.99567 -1.80039  0.3870
H: -0.10675 -4.03144 3.51864  0.3947
O: 2.91815 -2.32155 0.54934  -0.4635
C: 0.70930 5.52417 -0.69677  -0.4298
H: 2.13830 -3.21703 3.00564  0.4037
H: -1.82989 -4.13781 1.75142  0.4212
C: -2.30739 -0.22870 2.42367  -0.5258
C: 0.71215 -2.83408 -0.05716  0.1994
H: -3.02327 1.36678 -0.46195  0.5065
C: -0.54674 -3.33564 0.24478  -0.1418
C: -0.30754 0.22383 1.18419  0.1304
C: -0.80068 3.71898 -0.22359  -0.3052
H: -2.79745 -0.64016 3.29326  0.4352
H: 2.06130 -2.47120 -1.54788  0.2833
N: -0.88634 -1.26911 -1.86674  -0.0136
C: -0.46417 5.05840 -0.13058  -0.8443
H: 4.83476 -1.91889 0.94029  0.2658
H: -1.12312 5.74058 0.38696  0.4060
C: 0.36915 -1.62869 -2.20800  0.1740
C: 1.39521 -3.24075 2.22434  -0.6225
H: 4.19876 -3.31650 1.84365  0.3753
H: -1.89453 1.88726 -2.43757  0.3984
H: -1.56055 -0.49314 -3.64998  0.5432
C: -1.61126 -0.24967 -2.58628  -1.2703
H: 0.76812 0.16425 1.09243  0.4759
C: -0.31582 1.36133 -1.03820  1.1611
H: -4.12605 0.43864 1.51544  0.4149
C: -3.05132 0.37432 1.42461  -1.1158
C: -0.92997 -0.29694 2.30327  -0.8060
C: 3.97333 -2.30935 1.47972  -0.9764
N: 1.07554 -2.39378 -1.33067  -0.0815
C: 1.70267 -2.80442 0.94709  0.8667
C: 1.54761 4.64136 -1.35589  -0.7647
H: 0.63097 0.81418 -1.12339  0.5366
C: -1.06815 1.17877 -2.36998  -1.0966
S: 1.07801 -1.20028 -3.63838  -0.3672
H: -0.34013 -0.76182 3.07898  0.4905
H: -1.11558 -1.34260 -0.88335  0.0609
C: -1.04457 0.82142 0.16579  -0.9531
H: -1.28446 -3.42931 -0.53685  0.5460
H: -1.71641 3.36844 0.22893  0.3506
H: 1.86934 2.61769 -1.96189  0.4739
H: 0.97019 6.56972 -0.62362  0.3890
C: 0.11985 -3.70388 2.51567  -0.8415
H: -2.65013 -0.32093 -2.25912  0.4270
C: 0.03469 2.82670 -0.88102  -0.3386
H: 3.75218 -1.65480 2.32874  0.3794
C: 1.21185 3.30282 -1.44544  -0.2496

Computed properties:
Multiplicity = 1
Molar mass = 376.525 g mol⁻¹
DFT total energy = -40104.230 eV
Relative energy (zero: lowest compared OMol25 entry of this formula, charge and spin) = 0.0 kJ/mol
SMILES = COc1ccccc1NC(=S)NCCC(c1ccccc1)c1ccccc1

3.
The following is a quantum chemistry calculation of C22H22N7O2Pb as an isolated structure at a distorted geometry, from OMol25.

Each line ends with the Mulliken charge.
Positions of all 54 atoms, in Å:
C: -0.27194 2.07540 -1.23444  0.7700
C: -0.32367 -0.64430 1.03493  -0.8220
H: -0.67205 -1.33871 -4.06642  0.4674
C: 4.48225 -0.45643 1.97250  -0.8174
C: -2.87282 1.19620 -3.83436  -0.4017
H: -2.67397 2.79779 -2.38356  0.4191
H: -1.12578 -3.16285 3.05014  0.3633
H: 4.06954 -1.67351 0.24740  0.4611
H: -1.80441 -0.85604 -1.11181  0.3090
Pb: 1.59453 -0.57086 -1.78401  1.1472
H: 2.88227 2.43851 2.58181  0.4777
C: -1.11183 -0.39670 -3.79541  -0.0835
C: 1.42372 1.95459 0.29318  1.0382
C: 3.16120 1.52397 2.09631  -0.5222
C: -1.00601 1.43176 -2.36070  0.2374
H: 1.49740 3.52444 1.78892  0.6951
N: -2.18711 -2.51745 0.10654  0.1392
C: -0.47494 5.17125 0.97693  0.4050
H: 1.55488 -2.47104 0.71795  0.3186
H: 0.48831 -2.39730 2.86012  0.2954
C: 2.56061 1.15665 0.89419  0.2134
N: 2.90054 0.02687 0.27674  0.0074
C: -1.34823 -1.79410 -0.81422  -0.7771
C: 3.84971 -0.76436 0.79748  -0.2287
H: -0.84048 0.27056 0.73364  0.2695
C: 0.99370 3.09201 0.93357  -0.8731
N: -0.46633 0.29938 -2.85426  -0.0808
O: -1.42949 5.68031 0.36739  -0.7092
C: 4.15072 0.71930 2.62990  -0.5080
C: -2.41524 -1.71265 1.31505  -0.7131
H: -2.85936 -0.61625 -5.04213  0.3865
C: -2.22251 1.92521 -2.83161  -0.5503
C: -2.30345 0.01510 -4.34711  -0.8700
N: 0.86218 1.44449 -0.82141  -0.1087
O: 0.28526 5.56217 1.87728  -0.7071
C: -0.46992 -2.61889 2.35402  -0.6546
H: -2.13291 -4.29457 1.21194  0.3594
H: 0.63278 -0.43806 1.52902  0.1806
H: 0.80552 -3.31636 -0.67406  0.4151
N: -0.21477 -3.44064 1.15128  0.0765
H: -3.84088 1.55877 -4.11377  0.4848
H: -3.05790 -2.21857 2.04892  0.3361
N: -1.15960 -1.36811 1.97593  0.1706
H: 4.62716 1.01742 3.56268  0.4778
H: 5.22375 -1.12697 2.40505  0.4131
C: -0.78569 3.22915 -0.65224  -0.7839
N: -0.02964 -1.43454 -0.19525  0.8081
C: -0.07919 3.79853 0.40566  -0.9646
H: -2.91375 -0.79452 1.02958  0.3603
H: -1.62632 3.81068 -1.01874  0.6270
H: -1.31499 -4.38267 -0.36717  0.3365
C: 0.60296 -2.71287 0.23186  -0.8352
H: -1.13398 -2.44109 -1.67139  0.2152
C: -1.47984 -3.76008 0.51616  -0.6702

Computed properties:
Multiplicity = 1
Molar mass = 623.665 g mol⁻¹
DFT total energy = -42938.703 eV
Relative energy (zero: lowest compared OMol25 entry of this formula, charge and spin) = 0.0 kJ/mol
Charge = +1

4.
The following is a quantum chemistry calculation of a 2-piece molecular cluster, C25H20N6O6 overall at a distorted geometry, from OMol25.

Each line ends with the Mulliken charge.
Positions of all 57 atoms, in Å:
H: 0.47352 -2.25761 -1.56139  0.5721
C: -0.27160 0.32194 -1.14123  -0.0593
O: -1.88695 3.55475 0.67882  -0.6704
H: -1.73586 -0.23504 1.97354  1.1145
C: -2.31293 2.57836 -3.22169  -0.7345
N: 0.66140 -1.32187 3.10341  0.8686
H: 5.05448 -0.32850 -0.81825  0.4089
C: -1.13058 -1.82244 -0.13825  0.5799
H: -2.59386 0.46645 -2.61951  0.3778
N: -0.77428 1.31114 -1.91590  0.3890
H: -2.76784 1.65363 -1.31894  0.1825
C: 1.76330 -0.49049 0.01194  1.0856
C: -2.20085 1.41588 -2.22940  -0.4149
C: -2.11760 -2.45702 0.67989  -0.6146
O: -1.20097 -6.11056 2.15634  -0.6061
H: 4.03108 0.30008 -3.01941  0.4058
H: -0.64874 3.74596 -4.02755  0.3718
C: 1.17980 0.03965 -1.15461  -1.0661
C: -0.20132 -2.67122 -0.81103  -0.0804
C: 3.96927 -0.25736 -0.92279  -0.5521
C: 2.01402 0.22980 -2.27662  -0.1268
C: 1.24472 0.82986 3.27497  1.0797
H: 0.73221 2.12211 -3.16921  0.2378
O: 0.17621 -2.43242 2.94834  -0.6624
C: -1.13969 -0.38067 -0.25677  -1.2386
H: -2.72920 -4.28157 1.67381  0.4432
C: 0.00112 2.43866 -2.41652  -0.5407
O: -3.03779 1.68224 0.85545  -0.6738
C: 0.08112 2.70108 2.30304  -0.6777
C: -0.86262 0.40600 2.03250  0.8894
H: -3.20451 3.17313 -3.01062  0.3721
O: 1.95424 -1.17272 3.67592  -0.2120
C: 1.18593 2.23294 3.02144  0.1428
H: -2.09469 0.08488 -0.02027  1.4920
O: 0.50952 -6.29229 0.78932  -0.6108
H: 3.56631 -0.86862 1.12699  0.4659
C: -0.93053 1.80709 1.84892  -0.8075
H: 1.08941 -0.86921 0.78277  -0.0517
N: 3.12322 3.68560 3.97104  -0.5038
N: -2.00789 2.37664 1.09909  1.2724
H: 0.69002 -4.63891 -0.90948  0.4772
C: 2.26586 3.02293 3.53254  -0.1802
H: -0.01246 3.76334 2.07698  0.6080
N: 2.32649 0.18620 3.77858  -0.6550
H: -1.17646 4.23897 -2.40710  0.2950
C: 0.20183 -0.01408 2.83185  -0.8905
C: 3.14431 -0.56569 0.16520  -0.8243
C: -2.03161 -3.79709 0.99192  -0.7164
N: -0.53190 -5.71697 1.17761  0.9755
C: -1.01870 3.38172 -3.06719  -0.6393
C: -0.94843 -4.54928 0.48568  -0.2247
H: -2.91858 -1.85017 1.11407  0.4473
H: 1.57463 0.43558 -3.25335  0.6279
C: -0.08461 -4.00676 -0.48369  -0.8331
H: 0.56564 2.93124 -1.60823  0.2578
C: 3.39623 0.10682 -2.15175  -0.8999
H: -2.40286 2.16392 -4.23117  0.3271

Computed properties:
Multiplicity = 1
Molar mass = 500.471 g mol⁻¹
DFT total energy = -47462.775 eV
Relative energy (zero: lowest compared OMol25 entry of this formula, charge and spin) = 76.7 kJ/mol
SMILES = O=[N+]([O-])c1ccc(/C=C(\c2ccccc2)N2CCCC2)cc1.N#Cc1cc([N+](=O)[O-])cc2c1no[n+]2[O-]